Computed, not measured: a molecular structure, C40H61BInN6OS4, with the ωB97M-V functional and the def2-TZVPD basis.

Each line ends with the Löwdin charge.
CARTESIAN COORDINATES (ANGSTROEM)
In: 0.26 0.49 -0.01  0.77
C: 0.97 4.44 0.59  -0.23
C: 2.25 3.97 0.82  -0.18
C: 2.27 3.23 2.09  -0.22
C: 1.02 3.28 2.62  -0.23
C: 0.18 4.02 1.68  -0.18
C: -1.26 4.27 1.88  -0.02
C: 0.49 2.68 3.88  -0.04
C: 3.48 2.53 2.62  -0.04
C: 3.47 4.19 -0.01  -0.04
C: 0.48 5.24 -0.57  -0.05
H: -1.71 4.77 1.02  0.07
H: -1.43 4.89 2.77  0.09
H: -1.80 3.33 2.06  0.04
H: 0.04 3.44 4.52  0.08
H: 1.28 2.18 4.45  0.06
H: -0.29 1.94 3.67  0.05
H: 4.33 3.21 2.72  0.08
H: 3.79 1.72 1.95  0.08
H: 3.29 2.09 3.60  0.07
H: 4.09 5.00 0.39  0.09
H: 3.23 4.45 -1.04  0.06
H: 4.10 3.29 -0.03  0.08
H: 0.10 6.22 -0.27  0.08
H: -0.33 4.72 -1.10  0.07
H: 1.27 5.41 -1.30  0.06
C: 4.00 2.06 -3.31  -0.07
C: 2.67 1.73 -2.64  -0.38
C: 1.59 2.73 -3.05  -0.06
C: 2.22 0.33 -2.95  -0.28
C: 2.43 -0.43 -4.11  0.03
C: 1.70 -1.59 -3.92  -0.20
C: 1.56 -2.74 -4.86  -0.37
C: 2.92 -3.39 -5.14  -0.06
C: 0.89 -2.30 -6.16  -0.06
N: 1.10 -1.50 -2.71  0.06
N: 1.41 -0.32 -2.13  0.03
B: 0.20 -2.50 -1.95  -0.50
N: -1.22 -1.89 -1.75  0.07
N: -1.34 -0.58 -1.44  0.01
C: -2.63 -0.27 -1.45  -0.29
C: -3.38 -1.41 -1.77  0.05
C: -2.45 -2.42 -1.95  -0.20
C: -2.77 -3.86 -2.27  -0.34
C: -2.36 -4.28 -3.68  -0.06
C: -2.28 -4.82 -1.19  -0.05
C: -3.09 1.14 -1.23  -0.41
C: -2.85 1.98 -2.48  -0.06
C: -4.55 1.19 -0.80  -0.07
N: 0.86 -2.88 -0.60  0.06
N: 0.92 -1.93 0.38  0.06
C: 1.46 -2.52 1.45  -0.29
C: 1.76 -3.85 1.15  0.01
C: 1.38 -4.05 -0.16  -0.18
C: 1.61 -5.39 -0.85  -0.33
C: 1.21 -5.60 -2.30  -0.07
C: 3.11 -5.73 -0.72  -0.07
C: 1.75 -1.90 2.79  -0.36
C: 3.27 -1.75 2.97  -0.06
C: 1.05 -0.59 3.10  -0.12
H: 4.35 3.04 -3.00  0.07
H: 3.89 2.06 -4.40  0.08
H: 4.77 1.33 -3.05  0.08
H: 2.80 1.80 -1.55  0.10
H: 1.34 2.60 -4.10  0.09
H: 1.93 3.76 -2.90  0.06
H: 0.68 2.59 -2.46  0.05
H: 3.03 -0.17 -4.97  0.11
H: 0.91 -3.49 -4.39  0.09
H: 3.60 -2.67 -5.60  0.08
H: 2.82 -4.24 -5.81  0.08
H: 3.39 -3.73 -4.21  0.07
H: 1.49 -1.53 -6.66  0.08
H: -0.09 -1.88 -5.97  0.08
H: 0.78 -3.14 -6.85  0.07
H: 0.07 -3.48 -2.61  0.08
H: -4.45 -1.51 -1.85  0.11
H: -3.86 -3.89 -2.25  0.13
H: -1.27 -4.32 -3.80  0.04
H: -2.74 -3.57 -4.42  0.08
H: -2.76 -5.26 -3.91  0.08
H: -1.20 -4.73 -1.03  0.05
H: -2.51 -5.85 -1.46  0.08
H: -2.75 -4.59 -0.23  0.05
H: -2.49 1.55 -0.42  0.05
H: -3.45 1.61 -3.32  0.08
H: -1.80 1.94 -2.78  0.06
H: -3.12 3.03 -2.30  0.07
H: -5.21 0.82 -1.59  0.08
H: -4.84 2.22 -0.57  0.08
H: -4.71 0.59 0.10  0.06
H: 2.19 -4.57 1.83  0.12
H: 1.06 -6.12 -0.25  0.14
H: 1.74 -4.92 -2.97  0.06
H: 0.14 -5.49 -2.47  0.05
H: 1.48 -6.62 -2.58  0.08
H: 3.70 -4.99 -1.27  0.09
H: 3.31 -6.71 -1.15  0.07
H: 3.45 -5.73 0.31  0.06
H: 1.40 -2.64 3.52  0.14
H: 3.66 -1.05 2.23  0.08
H: 3.79 -2.70 2.85  0.07
H: 3.49 -1.35 3.96  0.07
H: 1.46 0.24 2.52  0.01
H: 1.19 -0.35 4.15  0.08
H: -0.02 -0.65 2.91  0.01
O: -6.73 -1.60 4.59  -0.09
C: -5.69 -1.50 3.99  -1.06
S: -4.69 -2.86 3.48  0.92
C: -3.36 -1.96 2.74  -1.21
C: -3.49 -0.56 2.79  -1.18
S: -2.42 0.57 2.16  0.56
S: -4.94 0.05 3.59  0.93
S: -2.11 -2.84 2.07  0.60

Summary:
Electronic energy = -102655.259 eV
Orbital gap (alpha / beta) = 6.44 / 5.58 eV
Total charge = -1
Highest occupied orbital energy (alpha / beta) = -4.7 / -4.0 eV

---

Computed, not measured: 10 unconnected molecules or ions with the total composition C40H62N5O27, with the ωB97M-V functional and the def2-TZVPD basis.

Each line ends with the Löwdin charge.
CARTESIAN COORDINATES (ANGSTROEM)
N: 4.47 2.37 -0.22  0.15
C: 4.30 1.93 -1.39  -0.17
C: 5.34 0.93 -1.86  -0.06
N: 6.47 1.73 -2.37  -0.04
C: 6.56 2.56 -3.39  -0.05
N: 7.77 3.12 -3.48  0.18
C: 8.44 2.63 -2.45  -0.40
N: 9.70 2.91 -2.08  0.21
N: 7.68 1.77 -1.75  0.20
H: 3.74 3.06 -0.01  0.08
H: 3.51 2.23 -2.08  0.12
H: 5.00 0.26 -2.64  0.13
H: 5.72 0.36 -1.01  0.10
H: 5.73 2.75 -4.06  0.16
H: 10.22 3.58 -2.61  0.13
H: 10.11 2.45 -1.29  0.12
H: 7.86 1.22 -0.91  0.18
C: 0.92 -1.72 -1.98  0.00
C: 1.16 -1.26 -3.39  -0.31
C: 2.20 -2.04 -4.16  -0.10
O: 2.71 -1.06 -5.08  0.06
C: 2.53 0.16 -4.51  -0.58
O: 3.02 1.17 -4.91  0.14
O: 1.75 0.06 -3.42  0.08
H: 0.46 -2.71 -1.97  0.10
H: 1.85 -1.75 -1.41  0.09
H: 0.26 -1.02 -1.47  0.06
H: 0.23 -1.21 -3.95  0.16
H: 1.80 -2.89 -4.71  0.14
H: 3.03 -2.37 -3.52  0.12
C: -4.47 -0.37 -3.09  -0.02
C: -3.72 -0.90 -1.90  -0.31
C: -4.36 -0.62 -0.56  -0.07
O: -3.22 -0.59 0.32  0.07
C: -2.16 -0.22 -0.42  -0.58
O: -1.09 0.08 0.03  0.14
O: -2.45 -0.24 -1.73  0.08
H: -5.43 -0.88 -3.20  0.10
H: -4.66 0.70 -2.97  0.06
H: -3.89 -0.51 -4.00  0.09
H: -3.52 -1.97 -2.01  0.16
H: -5.06 -1.39 -0.23  0.14
H: -4.85 0.35 -0.53  0.13
C: 5.45 1.83 2.66  -0.05
C: 6.25 1.27 3.80  -0.33
C: 5.70 1.50 5.19  -0.08
O: 6.89 1.52 5.99  0.07
C: 7.92 1.92 5.20  -0.57
O: 9.00 2.21 5.58  0.17
O: 7.53 1.93 3.90  0.07
H: 4.50 1.31 2.57  0.09
H: 5.27 2.89 2.80  0.09
H: 5.99 1.71 1.72  0.05
H: 6.45 0.20 3.65  0.14
H: 5.03 0.72 5.53  0.14
H: 5.21 2.48 5.28  0.14
C: -9.84 1.34 0.66  -0.03
C: -8.48 1.94 0.41  -0.31
C: -8.48 3.40 0.01  -0.07
O: -7.29 3.50 -0.79  0.07
C: -7.05 2.28 -1.31  -0.57
O: -6.25 2.06 -2.17  0.14
O: -7.84 1.35 -0.75  0.08
H: -10.29 1.80 1.53  0.08
H: -10.49 1.50 -0.19  0.10
H: -9.76 0.27 0.82  0.09
H: -7.82 1.78 1.27  0.16
H: -8.42 4.09 0.86  0.14
H: -9.34 3.66 -0.61  0.14
C: 9.10 -3.73 1.01  -0.01
C: 7.78 -3.17 0.56  -0.31
C: 7.86 -1.87 -0.20  -0.10
O: 6.59 -1.25 0.10  0.00
C: 6.19 -1.75 1.32  -0.55
O: 5.27 -1.30 1.93  0.17
O: 6.96 -2.77 1.69  0.11
H: 9.69 -4.03 0.14  0.09
H: 9.66 -3.00 1.59  0.09
H: 8.94 -4.60 1.64  0.10
H: 7.22 -3.91 -0.01  0.14
H: 7.96 -2.01 -1.28  0.13
H: 8.66 -1.22 0.17  0.13
C: -14.71 0.18 4.35  -0.02
C: -14.43 0.56 2.92  -0.31
C: -13.41 -0.28 2.19  -0.09
O: -12.87 0.64 1.23  0.04
C: -13.02 1.89 1.75  -0.58
O: -12.51 2.87 1.30  0.15
O: -13.80 1.86 2.84  0.10
H: -15.18 -0.80 4.39  0.10
H: -13.78 0.14 4.92  0.09
H: -15.36 0.91 4.82  0.06
H: -15.36 0.61 2.35  0.16
H: -13.84 -1.14 1.68  0.14
H: -12.60 -0.61 2.85  0.14
C: 4.76 -5.31 -5.49  -0.01
C: 5.46 -5.83 -4.27  -0.31
C: 4.74 -5.63 -2.96  -0.08
O: 5.82 -5.55 -2.02  0.07
C: 6.91 -5.11 -2.69  -0.56
O: 7.93 -4.76 -2.17  0.15
O: 6.68 -5.10 -4.02  0.09
H: 3.85 -5.88 -5.67  0.10
H: 4.50 -4.26 -5.37  0.08
H: 5.40 -5.39 -6.37  0.09
H: 5.73 -6.88 -4.40  0.16
H: 4.07 -6.45 -2.69  0.14
H: 4.19 -4.69 -2.93  0.12
C: 10.30 1.19 -5.70  -0.02
C: 11.12 -0.04 -5.41  -0.33
C: 11.76 -0.09 -4.03  -0.11
O: 12.92 -0.88 -4.26  0.06
C: 13.27 -0.74 -5.57  -0.55
O: 14.29 -1.12 -6.05  0.19
O: 12.28 -0.10 -6.25  0.09
H: 9.42 1.22 -5.06  0.07
H: 10.88 2.10 -5.54  0.09
H: 9.98 1.19 -6.74  0.09
H: 10.54 -0.95 -5.59  0.16
H: 11.14 -0.55 -3.27  0.13
H: 12.08 0.91 -3.70  0.13
C: -15.05 3.63 10.30  -0.02
C: -15.47 2.54 9.36  -0.33
C: -14.35 1.71 8.77  -0.09
O: -14.90 1.31 7.50  0.05
C: -15.80 2.25 7.14  -0.55
O: -16.31 2.32 6.06  0.16
O: -16.05 3.09 8.16  0.09
H: -14.62 3.20 11.21  0.09
H: -14.31 4.28 9.84  0.09
H: -15.90 4.24 10.58  0.09
H: -16.22 1.90 9.82  0.16
H: -14.09 0.83 9.36  0.14
H: -13.45 2.30 8.58  0.14

Summary:
Electronic energy = -105215.188 eV
Orbital gap = 9.28 eV
Total charge = +1
Highest occupied orbital energy = -12.0 eV

---

Computed, not measured: a molecular structure, C40H63CsN8P2SSi, with the ωB97M-V functional and the def2-TZVPD basis.

Each line ends with the Löwdin charge.
CARTESIAN COORDINATES (ANGSTROEM)
Cs: 0.48 1.24 -0.06  0.67
C: -4.16 -0.80 -3.37  -0.23
C: -3.95 0.59 -4.03  -0.20
N: -2.83 1.28 -3.37  -0.09
C: -3.18 2.43 -2.54  -0.22
C: -4.05 2.06 -1.30  -0.21
N: -3.36 1.24 -0.31  -0.09
C: -4.04 0.09 0.23  -0.21
C: -4.64 -0.87 -0.84  -0.22
N: -3.75 -0.86 -1.99  -0.08
H: -3.55 -1.53 -3.94  0.10
H: -5.17 -1.16 -3.49  0.10
H: -4.91 1.15 -4.00  0.11
H: -3.68 0.30 -5.05  0.10
H: -2.04 1.51 -4.00  0.13
H: -3.83 3.15 -3.12  0.11
H: -2.24 2.99 -2.22  0.13
H: -5.03 1.60 -1.60  0.11
H: -4.33 3.02 -0.80  0.12
H: -3.00 1.81 0.43  0.02
H: -4.84 0.40 0.93  0.11
H: -3.36 -0.53 0.86  0.10
H: -5.64 -0.60 -1.11  0.09
H: -4.69 -1.88 -0.41  0.10
H: -2.96 -0.24 -1.80  0.08
C: -1.01 0.04 4.05  -0.15
C: -1.05 -1.51 3.87  -0.59
C: -0.39 -2.11 5.13  -0.14
P: -0.36 -1.95 2.23  1.04
C: -1.58 -3.28 1.57  -0.54
C: -1.07 -3.69 0.20  -0.16
C: -1.82 -4.47 2.54  -0.14
C: 1.23 -2.78 2.51  -0.32
C: 1.34 -3.86 3.38  -0.16
C: 2.57 -4.38 3.73  -0.16
C: 3.75 -3.88 3.22  -0.13
C: 3.67 -2.92 2.21  -0.05
C: 2.40 -2.46 1.71  -0.30
N: 2.24 -1.86 0.50  0.01
C: 3.29 -1.56 -0.33  -0.35
C: 4.44 -0.83 0.06  -0.05
C: 5.32 -0.29 -0.89  -0.10
C: 5.03 -0.48 -2.24  -0.13
C: 4.01 -1.32 -2.64  -0.11
C: 3.12 -1.90 -1.71  -0.33
P: 1.65 -2.86 -2.19  1.10
C: 2.45 -4.47 -2.73  -0.55
C: 1.36 -5.61 -2.62  -0.15
C: 3.72 -4.84 -1.95  -0.13
C: 1.16 -2.16 -3.87  -0.59
C: 0.74 -0.71 -3.71  -0.14
C: 0.10 -2.97 -4.59  -0.14
H: -1.53 0.27 5.00  0.07
H: 0.01 0.43 4.15  0.07
H: -1.50 0.59 3.20  0.07
H: -2.10 -1.82 3.82  0.09
H: 0.64 -1.73 5.22  0.09
H: -0.91 -1.75 6.04  0.07
H: -0.39 -3.23 5.12  0.06
H: -2.54 -2.75 1.49  0.08
H: -0.05 -4.08 0.14  0.05
H: -1.78 -4.44 -0.19  0.07
H: -1.09 -2.88 -0.55  0.05
H: -0.94 -5.17 2.52  0.08
H: -2.06 -4.23 3.58  0.05
H: -2.69 -5.03 2.13  0.07
H: 0.44 -4.27 3.80  0.06
H: 2.56 -5.27 4.33  0.07
H: 4.69 -4.29 3.56  0.09
H: 4.58 -2.59 1.72  0.08
H: 4.60 -0.67 1.13  0.10
H: 6.22 0.28 -0.52  0.11
H: 5.64 0.04 -2.99  0.10
H: 3.82 -1.42 -3.72  0.10
H: 2.72 -4.43 -3.80  0.09
H: 1.41 -6.05 -1.62  0.06
H: 0.31 -5.27 -2.72  0.05
H: 1.57 -6.40 -3.39  0.07
H: 3.61 -4.60 -0.88  0.07
H: 3.88 -5.92 -2.03  0.07
H: 4.57 -4.25 -2.29  0.06
H: 2.05 -2.23 -4.49  0.08
H: -0.17 -0.63 -3.10  0.06
H: 1.46 -0.04 -3.20  0.05
H: 0.52 -0.28 -4.71  0.08
H: -0.82 -3.11 -3.98  0.08
H: -0.17 -2.45 -5.52  0.07
H: 0.45 -3.98 -4.87  0.06
C: -0.79 7.17 0.18  -0.20
Si: -1.10 6.72 1.99  0.41
C: -2.86 6.34 2.44  -0.22
C: -0.61 8.18 3.05  -0.22
C: 0.13 5.45 2.61  -0.26
C: 1.03 5.51 3.70  -0.10
C: 1.86 4.42 3.93  -0.12
C: 1.87 3.33 3.08  -0.17
N: 1.02 3.26 2.05  -0.10
C: 0.10 4.21 1.87  -0.78
S: -1.29 3.92 0.84  0.44
H: -1.59 7.84 -0.20  0.03
H: -0.82 6.27 -0.46  -0.01
H: 0.20 7.63 0.01  0.03
H: -3.48 6.74 1.62  0.03
H: -3.21 6.78 3.39  0.02
H: -3.01 5.24 2.47  0.00
H: -1.14 9.05 2.62  0.02
H: 0.49 8.31 3.10  0.03
H: -0.96 8.03 4.10  0.03
H: 1.11 6.42 4.33  0.10
H: 2.50 4.43 4.84  0.09
H: 2.62 2.55 3.17  0.10
N: 5.07 4.30 -5.16  0.01
C: 4.25 4.13 -4.33  -0.46
N: 3.42 4.18 -3.30  0.02
C: 2.69 3.29 -2.73  -0.42
N: 1.89 2.65 -2.09  -0.10

Summary:
Electronic energy = -92262.929 eV
Orbital gap = 5.27 eV
Total charge = -2
Highest occupied orbital energy = -1.8 eV
ΔE to the lowest compared entry with this formula, charge and spin = 2.0977 eV

---

Computed, not measured: a molecular structure, C40H63GeN3O3SbSe2Tl, with the ωB97M-V functional and the def2-TZVPD basis.

Each line ends with the Löwdin charge.
CARTESIAN COORDINATES (ANGSTROEM)
Tl: -1.37 -0.24 0.83  0.95
O: -3.26 -1.05 1.07  -0.34
C: -4.25 -0.26 1.29  -0.43
C: -5.51 -0.41 0.65  -0.03
C: -6.53 0.50 0.83  -0.13
C: -6.36 1.63 1.64  -0.14
C: -5.14 1.81 2.28  -0.06
C: -4.11 0.88 2.15  -0.17
C: -2.83 1.02 2.87  -0.21
N: -2.37 2.14 3.24  0.03
N: -1.23 2.21 3.97  0.04
C: -0.11 1.79 3.48  -0.52
O: 0.12 1.18 2.35  -0.36
C: 1.09 2.11 4.33  -0.15
C: 1.13 3.24 5.14  -0.04
C: 2.24 3.50 5.94  -0.11
C: 3.32 2.63 5.94  -0.12
C: 3.29 1.50 5.14  -0.10
C: 2.19 1.25 4.33  -0.04
H: -5.64 -1.26 -0.01  0.10
H: -7.48 0.35 0.32  0.08
H: -7.16 2.35 1.75  0.08
H: -4.97 2.67 2.91  0.10
H: -2.30 0.09 3.08  0.09
H: 0.29 3.92 5.12  0.10
H: 2.27 4.39 6.56  0.09
H: 4.19 2.83 6.57  0.09
H: 4.14 0.82 5.13  0.09
H: 2.15 0.37 3.70  0.08
C: -0.09 0.86 -2.62  -0.05
N: 1.12 0.06 -2.74  -0.17
C: 1.63 -0.11 -4.08  -0.07
C: 1.57 -0.71 -1.73  -0.33
O: 1.11 -0.79 -0.59  -0.14
H: -0.02 1.71 -3.30  0.09
H: -0.19 1.22 -1.60  0.04
H: -0.92 0.22 -2.92  0.02
H: 2.01 0.85 -4.47  0.08
H: 0.83 -0.46 -4.74  0.04
H: 2.44 -0.84 -4.10  0.08
H: 2.47 -1.27 -2.01  0.13
C: -0.13 -6.54 3.02  -0.15
C: -0.06 -5.18 3.70  -0.58
C: -0.99 -5.13 4.92  -0.20
Sb: -0.47 -3.37 2.47  1.49
C: 1.60 -3.18 1.72  -0.56
C: 2.30 -2.16 2.62  -0.18
C: 2.41 -4.47 1.59  -0.15
C: -1.41 -4.16 0.65  -0.57
C: -0.49 -4.89 -0.32  -0.14
C: -2.66 -4.96 0.99  -0.16
H: 0.23 -7.33 3.70  0.07
H: 0.49 -6.57 2.12  0.05
H: -1.15 -6.78 2.74  0.05
H: 0.97 -5.01 4.05  0.06
H: -2.04 -5.21 4.62  0.06
H: -0.88 -4.18 5.47  0.05
H: -0.77 -5.95 5.62  0.06
H: 1.48 -2.73 0.73  0.05
H: 2.41 -2.54 3.64  0.07
H: 1.73 -1.23 2.67  0.03
H: 3.30 -1.92 2.24  0.08
H: 2.55 -4.95 2.56  0.06
H: 3.41 -4.25 1.18  0.07
H: 1.94 -5.18 0.92  0.04
H: -1.73 -3.22 0.18  0.05
H: -0.18 -5.86 0.07  0.06
H: 0.40 -4.31 -0.56  0.06
H: -1.02 -5.07 -1.27  0.08
H: -2.40 -5.96 1.37  0.05
H: -3.28 -5.10 0.09  0.08
H: -3.27 -4.44 1.73  0.06
C: 2.97 5.85 2.32  -0.23
Ge: 4.13 4.87 1.08  0.73
C: 5.28 3.67 2.13  -0.22
C: 5.28 6.16 0.12  -0.24
C: 2.99 3.88 -0.16  -0.61
Se: 1.70 2.73 0.83  0.94
C: 2.95 1.25 1.00  -0.38
H: 3.54 6.29 3.15  0.01
H: 2.24 5.16 2.73  -0.01
H: 2.43 6.65 1.80  0.02
H: 6.00 4.25 2.71  0.01
H: 5.83 2.98 1.49  0.02
H: 4.66 3.10 2.82  0.00
H: 5.86 6.75 0.83  0.01
H: 4.67 6.84 -0.48  0.01
H: 5.98 5.64 -0.55  0.01
H: 3.55 3.27 -0.87  0.00
H: 2.39 4.59 -0.74  0.00
H: 3.60 1.39 1.86  0.00
H: 3.54 1.18 0.09  0.02
H: 2.34 0.36 1.12  -0.02
C: -2.84 2.80 -8.86  -0.08
C: -2.64 1.67 -7.88  -0.31
C: -1.93 0.53 -8.24  -0.05
C: -1.71 -0.52 -7.34  -0.33
C: -0.97 -1.74 -7.82  -0.13
C: -2.21 -0.44 -6.02  -0.62
Se: -1.82 -1.79 -4.73  0.45
C: -3.00 0.69 -5.68  -0.32
C: -3.68 0.79 -4.34  -0.11
C: -3.19 1.71 -6.61  -0.05
H: -2.10 2.75 -9.67  0.06
H: -2.73 3.77 -8.36  0.07
H: -3.83 2.78 -9.32  0.07
H: -1.53 0.45 -9.25  0.10
H: -0.57 -1.59 -8.82  0.06
H: -1.65 -2.60 -7.83  0.07
H: -0.17 -2.00 -7.12  0.03
H: -3.03 0.48 -3.53  0.02
H: -4.54 0.12 -4.31  0.08
H: -4.03 1.81 -4.16  0.07
H: -3.78 2.58 -6.32  0.11

Summary:
Electronic energy = -251554.957 eV
Orbital gap = 5.47 eV
Total charge = -2
Highest occupied orbital energy = -1.7 eV
ΔE to the lowest compared entry with this formula, charge and spin = 0.8150 eV